164
Properties=species:S:1:pos:R:3 method="wB97M-V/def2-TZVPD" s2=0.75 multiplicity=2 homo_lumo_gap_ha="0.0367 / 0.3188" energy_ev=-175275.97008 total_charge=-1 max_force_ha_per_bohr=0.0463
Cl 1.1994 -0.5629 -2.3914
C 1.3990 1.0744 -1.6092
C 2.6705 1.6746 -2.0676
Cl 2.6668 2.2126 -3.7639
H 1.3804 0.9099 -0.5319
H 0.5742 1.7044 -1.9424
H 3.5029 1.0154 -1.8215
H 2.9754 2.5220 -1.4536
Cl -6.6712 -1.8588 4.4606
C -7.2144 -1.1507 2.8769
C -6.2277 -0.1449 2.3962
Cl -6.6079 0.2006 0.7012
H -8.1956 -0.7035 3.0359
H -7.3068 -1.9817 2.1776
H -5.2206 -0.5596 2.3546
H -6.2561 0.7948 2.9479
Cl -4.6690 -2.8830 -2.1081
C -5.7000 -4.0352 -1.2642
C -4.8734 -5.0812 -0.4709
Cl -3.5514 -5.7057 -1.5380
H -6.3765 -4.4993 -1.9819
H -6.2529 -3.3709 -0.6000
H -5.5478 -5.9159 -0.2797
H -4.4907 -4.7450 0.4927
Cl -0.5661 -3.0686 -0.2039
C -1.1875 -1.3939 0.1443
C -1.9796 -1.3773 1.3745
Cl -3.4568 -2.4544 1.3214
H -1.7812 -0.9826 -0.6721
H -0.3264 -0.7626 0.3636
H -2.3357 -0.3670 1.5761
H -1.3772 -1.6376 2.2448
C 0.8085 -3.6136 3.8179
O 1.0334 -2.2504 3.6250
H 0.9157 -3.8025 4.8861
H -0.1981 -3.9187 3.5320
H 1.5721 -4.2234 3.3350
H 1.8748 -2.0459 4.0396
C -3.9706 2.3354 3.7521
O -3.0951 1.2555 3.5908
H -4.6216 2.2305 4.6200
H -3.3223 3.1979 3.9067
H -4.6432 2.3702 2.8950
H -2.7195 0.9848 4.4318
C 1.6565 4.4125 -9.4328
O 1.0860 4.2624 -8.1373
C 1.3429 5.3748 -7.3100
C 0.9315 4.9398 -5.8429
N -0.4525 4.3898 -5.8448
C -0.7406 3.6042 -4.6379
C -1.7175 2.4833 -4.7177
O -1.5651 1.8508 -3.4601
C -2.2731 0.6187 -3.3824
H 1.1260 5.1583 -10.0247
H 1.5011 3.5271 -10.0493
H 2.7139 4.6661 -9.5081
H 0.7928 6.2661 -7.6119
H 2.4117 5.5756 -7.2362
H 1.0409 5.7866 -5.1654
H 1.5943 4.1027 -5.6236
H -0.5177 3.7274 -6.6044
H -0.9578 4.2246 -3.7684
H 0.1958 3.1178 -4.3648
H -1.3889 1.7510 -5.4552
H -2.7363 2.8258 -4.8994
H -3.3427 0.6138 -3.5922
H -2.0828 0.2706 -2.3671
H -1.8253 -0.1861 -3.9653
C 0.1570 -5.8443 -2.2487
O 1.4779 -5.4000 -2.6501
C 1.5517 -5.0965 -4.0413
C 2.2162 -6.2766 -4.7582
N 3.6358 -6.3852 -4.3490
C 4.4921 -5.7040 -5.3677
C 4.2546 -4.2524 -5.6716
O 4.3143 -3.4396 -4.5493
C 4.4719 -2.0469 -4.9166
H -0.1214 -6.6930 -2.8735
H -0.5447 -5.0349 -2.4501
H 0.0368 -6.1680 -1.2148
H 2.0816 -4.1443 -4.0667
H 0.5732 -4.8022 -4.4209
H 2.2144 -6.2567 -5.8480
H 1.7099 -7.1888 -4.4425
H 3.8057 -7.3782 -4.4205
H 4.4403 -6.2704 -6.2975
H 5.5562 -5.7527 -5.1365
H 3.2786 -4.2410 -6.1568
H 4.9527 -3.9580 -6.4552
H 3.6498 -1.6584 -5.5178
H 5.3598 -1.7182 -5.4568
H 4.4090 -1.4636 -3.9980
C -4.0683 2.0033 -0.5084
O -3.1389 2.5904 0.4220
C -1.7934 2.4862 -0.0857
C -0.8660 2.8129 1.0685
N -0.7659 1.6884 2.0020
C 0.3450 1.8156 2.9204
C 0.4267 3.1711 3.6550
O -0.5996 3.1343 4.6572
C -0.4365 4.1601 5.6094
H -3.9110 2.4711 -1.4803
H -5.0614 2.2937 -0.1657
H -3.8745 0.9454 -0.6857
H -1.6096 3.2697 -0.8208
H -1.6157 1.4778 -0.4592
H -1.1569 3.7387 1.5648
H 0.1102 2.9632 0.6075
H -1.5747 1.6197 2.6030
H 1.2582 1.8300 2.3255
H 0.2645 0.9619 3.5933
H 0.2728 4.0166 2.9844
H 1.4545 3.2429 4.0107
H -0.3405 5.0859 5.0421
H 0.4226 4.0067 6.2626
H -1.3601 4.2258 6.1845
C -4.1168 -4.1519 5.5098
O -3.2600 -3.0352 5.9331
C -2.5933 -2.3875 4.8582
C -1.6634 -1.2119 5.3002
N -2.3987 -0.1702 6.0175
C -1.4135 0.7193 6.7287
C -2.1300 1.9248 7.4129
O -2.8994 1.5569 8.5459
C -3.4417 2.7030 9.2993
H -4.8153 -3.8382 4.7340
H -4.6410 -4.5560 6.3759
H -3.6313 -5.0610 5.1549
H -3.3743 -1.9171 4.2609
H -2.0063 -3.0223 4.1943
H -1.1439 -0.7725 4.4486
H -0.9660 -1.6382 6.0213
H -2.9836 -0.5962 6.7220
H -0.6456 1.0760 6.0422
H -0.9046 0.1651 7.5173
H -2.8392 2.4097 6.7421
H -1.3101 2.6042 7.6455
H -2.6652 3.4033 9.6072
H -3.9680 2.3419 10.1829
H -4.1578 3.1912 8.6382
C 3.1809 -0.8010 1.3062
O 3.7936 0.2932 0.7010
C 4.3968 1.2597 1.6275
C 5.2877 2.3178 0.9283
N 6.4149 1.5888 0.3095
C 7.1974 2.4267 -0.6730
C 7.9122 1.4980 -1.7486
O 7.0881 0.4980 -2.3742
C 6.1762 1.0202 -3.3672
H 3.8735 -1.5556 1.6789
H 2.4682 -1.3264 0.6704
H 2.5158 -0.4686 2.1033
H 5.0889 0.7553 2.3018
H 3.6308 1.7091 2.2596
H 5.6282 3.0868 1.6216
H 4.6893 2.8278 0.1734
H 6.0959 0.7514 -0.1565
H 7.9521 3.0849 -0.2426
H 6.5551 3.0897 -1.2527
H 8.7515 0.9273 -1.3512
H 8.4101 2.1385 -2.4766
H 6.7198 1.2474 -4.2843
H 5.7443 1.9944 -3.1379
H 5.4204 0.3119 -3.7064

169
Properties=species:S:1:pos:R:3 method="wB97M-V/def2-TZVPD" homo_lumo_gap_ha=0.3719 energy_ev=-92523.85462 total_charge=+6 max_force_ha_per_bohr=0.0514
C 2.1667 6.4955 -7.3181
N 1.2695 7.7276 -7.1374
C 0.3895 7.8396 -8.4768
C 0.4154 7.5044 -5.8295
C 1.9947 9.0510 -6.9276
C 2.8795 9.6579 -8.0545
O 2.1608 10.1986 -9.2095
H 2.8094 6.5239 -6.4382
H 2.8018 6.6989 -8.1803
H 1.6406 5.5447 -7.4037
H 0.9625 7.6968 -9.3930
H 0.0295 8.8667 -8.4165
H -0.4185 7.1083 -8.4582
H -0.1891 6.6094 -5.9768
H -0.1550 8.4026 -5.5929
H 1.1417 7.2872 -5.0463
H 2.6056 8.9297 -6.0331
H 1.1647 9.7456 -6.7981
H 3.6499 8.9505 -8.3614
H 3.4429 10.5463 -7.7692
H 2.7803 10.3531 -9.9263
C 0.4746 -9.0242 -1.2530
N 0.7786 -8.0784 -0.0314
C 0.9756 -8.9211 1.2144
C 2.0559 -7.2606 -0.2036
C -0.3315 -6.9433 0.1228
C -1.8357 -7.3936 0.0764
O -2.0002 -8.4736 1.0015
H -0.5105 -9.4688 -1.1117
H 1.1961 -9.8366 -1.3407
H 0.6186 -8.4136 -2.1444
H 0.1573 -9.6356 1.3041
H 0.9122 -8.2863 2.0982
H 1.9208 -9.4623 1.1713
H 2.3672 -6.7102 0.6843
H 1.9234 -6.6822 -1.1179
H 2.8513 -7.9956 -0.3266
H -0.1372 -6.4281 -0.8179
H -0.0213 -6.3951 1.0123
H -2.1353 -7.7616 -0.9048
H -2.4126 -6.5479 0.4507
H -2.9095 -8.7269 1.1765
C -6.4441 -0.3976 -5.3144
N -6.5488 -0.7475 -6.8235
C -6.1419 0.5819 -7.5544
C -5.5826 -1.9124 -7.1471
C -7.9716 -1.2633 -7.2698
C -9.0920 -0.2416 -7.1515
O -8.9783 0.8409 -8.0262
H -7.1047 0.4100 -4.9991
H -5.4262 -0.1883 -4.9856
H -6.5809 -1.3612 -4.8236
H -5.1000 0.8218 -7.3426
H -6.7048 1.4768 -7.2892
H -6.2317 0.4359 -8.6309
H -5.2132 -1.9547 -8.1717
H -5.9348 -2.8682 -6.7591
H -4.6184 -1.7524 -6.6646
H -8.1873 -2.1683 -6.7018
H -7.9590 -1.5782 -8.3132
H -9.2335 0.1097 -6.1294
H -10.0043 -0.7548 -7.4557
H -9.8051 1.3286 -8.0379
C -6.2980 8.4751 3.2760
N -4.8675 8.4202 3.8948
C -4.5824 6.9519 4.3291
C -3.8653 8.7485 2.6996
C -4.5464 9.4560 5.0672
C -5.4208 9.2183 6.3304
O -6.8333 9.5709 6.2021
H -6.4198 7.8448 2.3951
H -6.4769 9.5204 3.0242
H -6.9898 8.0836 4.0219
H -5.3353 6.5685 5.0178
H -3.6130 6.9257 4.8269
H -4.5375 6.3804 3.4021
H -4.2366 8.1965 1.8362
H -2.9277 8.3809 3.1168
H -3.9363 9.8220 2.5244
H -4.6328 10.4074 4.5423
H -3.4811 9.2905 5.2283
H -5.0487 9.8749 7.1168
H -5.3643 8.1598 6.5846
H -6.8517 10.5245 6.0931
C 8.1410 8.5219 -0.0298
N 7.9867 7.3854 1.0182
C 8.5498 6.1502 0.3945
C 8.8086 7.8193 2.2809
C 6.4610 7.3589 1.4123
C 6.1277 6.2158 2.4301
O 6.8006 6.4470 3.6172
H 7.4092 8.2180 -0.7783
H 9.1329 8.5344 -0.4816
H 7.6957 9.4518 0.3237
H 8.4042 5.3532 1.1236
H 9.5770 6.1561 0.0298
H 7.9043 5.8864 -0.4433
H 9.7844 8.2018 1.9818
H 8.9780 6.9429 2.9065
H 8.2476 8.6083 2.7818
H 5.9314 7.2041 0.4723
H 6.4599 8.3502 1.8655
H 6.3438 5.2358 2.0046
H 5.0560 6.2830 2.6174
H 6.2085 6.3273 4.3633
C 7.2862 -3.0592 -9.1370
N 7.1404 -3.8275 -7.8136
C 8.5537 -4.0210 -7.1404
C 6.1583 -2.9951 -6.9834
C 6.6577 -5.3143 -8.0151
C 5.2200 -5.5353 -8.6288
O 4.1472 -5.1844 -7.7304
H 7.9558 -3.6324 -9.7782
H 7.6224 -2.0480 -8.9076
H 6.3049 -2.9923 -9.6067
H 9.2758 -4.6128 -7.7028
H 8.3784 -4.3302 -6.1099
H 8.9309 -3.0010 -7.0662
H 5.1653 -2.8484 -7.4083
H 6.6469 -2.0476 -6.7561
H 5.9879 -3.5898 -6.0859
H 6.6636 -5.7130 -7.0007
H 7.4568 -5.7695 -8.6003
H 5.0642 -6.5828 -8.8868
H 4.9841 -4.9039 -9.4853
H 3.3051 -5.5731 -7.9782
C -0.8406 -10.6763 10.6180
C -1.4577 -9.9014 9.4198
C -1.7494 -8.4835 9.9104
C -2.4829 -7.5348 8.8439
N -2.4044 -6.0064 9.2337
C -0.9726 -5.4978 9.1060
C -1.1050 -3.9800 8.7815
C -2.2642 -3.9998 7.7449
C -3.1715 -5.1679 8.2255
C -2.9239 -5.8461 10.7382
C -4.4284 -6.1320 10.9455
C -4.9221 -6.0564 12.4407
H -1.4555 -10.4495 11.4890
H 0.1551 -10.3650 10.9341
H -0.9000 -11.7612 10.5308
H -2.3654 -10.4355 9.1390
H -0.8152 -9.9567 8.5410
H -0.9020 -8.1035 10.4811
H -2.5018 -8.6553 10.6801
H -3.5616 -7.6451 8.7331
H -2.1866 -7.6728 7.8040
H -0.4066 -5.6391 10.0267
H -0.4878 -5.9912 8.2636
H -1.2774 -3.3439 9.6497
H -0.2043 -3.4747 8.4327
H -2.8232 -3.0643 7.7260
H -2.0209 -4.2093 6.7032
H -4.0568 -4.7087 8.6655
H -3.5204 -5.8251 7.4289
H -2.7755 -4.7869 10.9485
H -2.4163 -6.5722 11.3731
H -4.5838 -7.1699 10.6511
H -5.1408 -5.5851 10.3277
H -5.8172 -6.6241 12.6948
H -5.0601 -5.0521 12.8413
H -4.2493 -6.5556 13.1379
P 1.0059 0.9851 -0.9541
F 1.5810 0.8519 0.6101
F 1.7051 -0.3967 -1.3958
F -0.2689 -0.0010 -0.6564
F 0.3989 1.3871 -2.4122
F 0.1445 2.2014 -0.4345
F 2.2630 1.9018 -1.2888